{
  "formula": "C46H94IO29P5S3",
  "method": "ωB97M-V with the def2-TZVPD basis set",
  "species": ["C", "H", "C", "H", "H", "H", "H", "H", "C", "H", "O", "H", "H", "H", "H", "H", "O", "H", "C", "H", "O", "H", "H", "H", "C", "H", "H", "H", "C", "H", "O", "C", "H", "H", "C", "H", "H", "C", "H", "C", "H", "H", "H", "O", "O", "C", "H", "I", "H", "H", "O", "C", "C", "C", "O", "O", "O", "O", "H", "H", "H", "O", "O", "P", "H", "O", "H", "C", "H", "H", "C", "C", "C", "H", "H", "C", "H", "H", "H", "C", "H", "C", "C", "H", "H", "H", "S", "O", "H", "C", "H", "H", "C", "C", "H", "H", "H", "H", "C", "P", "C", "H", "H", "P", "H", "C", "O", "H", "C", "H", "S", "O", "C", "O", "O", "O", "C", "H", "H", "H", "H", "C", "H", "H", "C", "H", "H", "C", "H", "C", "H", "H", "H", "C", "H", "H", "O", "H", "H", "O", "O", "C", "H", "H", "H", "O", "O", "C", "C", "H", "H", "O", "H", "H", "H", "C", "H", "H", "C", "O", "O", "H", "H", "S", "C", "O", "C", "C", "C", "P", "H", "H", "H", "H", "C", "H", "P", "H"],
  "coordinates": [[-7.488, 1.336, -7.969], [-2.739, 8.822, -2.355], [6.220, -1.648, 0.267], [-8.704, -12.248, -2.596], [2.712, -5.699, 5.371], [4.154, -1.091, 0.741], [6.278, -2.735, 0.081], [-4.236, -10.577, -1.480], [7.130, 3.652, 0.674], [-7.815, 0.295, -7.950], [-5.364, 4.466, -4.781], [-3.998, 6.604, -7.607], [-2.990, 6.469, -0.194], [4.163, 5.427, 3.846], [1.439, -5.256, 6.510], [-8.353, -11.299, 2.399], [10.474, 0.533, -0.620], [-3.762, 4.674, -9.223], [-2.721, -7.622, 2.747], [2.852, 7.357, 0.598], [-8.302, -10.399, 0.513], [-3.726, -8.022, 2.598], [0.666, 1.786, 9.287], [-4.968, -7.690, -0.780], [1.595, -7.378, 6.106], [1.581, 7.781, 1.746], [2.086, 0.934, 8.671], [-4.909, -9.421, -2.619], [-8.532, 5.016, -4.442], [10.661, 3.273, -4.186], [3.171, -1.081, -3.665], [1.769, 5.662, 1.347], [6.359, -1.384, 1.336], [-0.504, -2.332, 3.264], [7.206, -0.623, -2.034], [3.567, -2.679, -0.807], [0.779, 5.420, 1.744], [-3.949, 5.568, -7.266], [4.220, -1.494, 4.834], [8.601, 1.407, -1.877], [-8.783, 3.004, -5.146], [2.173, 0.885, -1.426], [-2.704, -8.163, 4.823], [1.577, -1.400, -1.978], [4.953, 4.340, 0.010], [6.281, 5.372, -2.185], [6.614, 2.710, 0.950], [6.345, 1.695, -3.996], [9.192, 2.410, -4.663], [6.159, 4.275, -2.298], [-5.668, 2.829, -7.461], [2.641, -0.901, 6.191], [3.766, -1.823, 5.770], [8.915, 4.609, -4.495], [6.936, -1.478, -2.808], [2.976, 0.705, -1.955], [6.644, 5.596, -0.783], [3.142, 0.427, 6.358], [5.514, 3.373, 3.944], [-9.138, -13.716, -1.693], [-10.002, -9.670, 3.318], [-6.332, -9.153, -0.408], [-1.186, -4.920, 3.300], [-0.615, 7.614, 0.079], [8.489, -0.319, 1.193], [-6.348, -10.074, 1.831], [-1.823, 4.609, -2.335], [-2.565, 5.325, -1.978], [2.243, -1.225, 7.157], [-2.519, 4.792, 0.100], [3.908, 4.651, 4.570], [1.690, -5.924, 5.681], [-8.985, -10.718, 1.726], [-1.959, -1.772, 2.418], [2.325, -7.601, 6.885], [1.556, 1.886, 8.663], [-1.990, -8.351, 2.393], [4.322, 4.923, 5.542], [-1.921, 11.190, -2.327], [-1.242, 10.349, -2.173], [0.607, 1.500, 6.760], [6.109, 4.542, -0.060], [9.563, 3.259, -4.050], [3.403, -2.845, 5.643], [2.509, 5.454, 2.121], [9.001, 4.046, 2.507], [7.751, 4.484, 2.187], [2.806, 0.718, 4.020], [-2.216, 5.148, -8.486], [5.007, 6.176, -2.560], [-7.344, 3.229, -4.159], [-8.263, 1.945, -7.505], [7.555, 0.821, -2.487], [-9.471, -9.446, 2.390], [5.290, 7.248, -2.645], [-9.099, 4.881, -3.518], [2.821, 4.625, 4.678], [-2.511, 9.389, -0.706], [1.837, 7.115, 0.916], [-6.656, -10.526, 0.428], [-2.324, 5.667, -0.524], [-2.478, 6.209, -2.608], [-6.271, 1.278, -6.183], [-0.746, -5.378, 4.826], [-7.405, 1.665, -9.006], [-3.203, 4.728, -8.287], [2.374, 2.603, 6.514], [3.968, 2.989, 3.184], [-1.298, -2.626, 2.576], [-9.483, -12.113, -1.034], [9.162, 3.079, -2.252], [-1.078, 8.059, -1.445], [-4.315, -9.511, -1.709], [-7.236, 3.899, -6.136], [-0.684, -4.004, 5.438], [9.574, 5.433, -5.022], [-1.986, 9.146, -1.631], [4.174, 6.038, -1.848], [4.942, 0.050, -0.365], [-0.820, -2.879, 1.627], [7.987, 3.374, 0.035], [-6.166, 1.495, -7.250], [8.390, 5.844, -2.526], [-3.139, -6.476, 4.530], [-7.403, -12.685, -0.933], [0.561, 3.188, 7.278], [-7.475, -13.025, 0.104], [7.288, -0.837, -0.502], [7.245, 6.811, -3.489], [1.180, 2.289, 7.254], [-0.768, 10.103, -3.125], [-10.146, -8.905, 1.723], [-0.448, 10.660, -1.493], [4.821, -1.030, -0.150], [-5.432, 0.800, -7.663], [-3.562, 4.905, -2.118], [0.848, -5.661, 4.561], [-9.193, 5.443, -5.198], [-2.611, -6.737, 2.120], [-5.294, 5.117, -7.112], [0.981, 7.360, -0.198], [-2.071, -3.815, 3.109], [4.813, -2.302, -2.007], [-6.723, -13.357, -1.460], [-3.432, 5.560, -6.302], [7.574, 4.848, -4.228], [-0.576, 8.991, 0.686], [7.458, 5.777, -3.132], [9.300, 0.565, -0.765], [-9.842, -11.347, 1.464], [-2.824, -4.122, 2.377], [-1.099, -6.954, 4.399], [-8.641, -8.776, 2.614], [1.947, 5.000, 0.499], [-3.312, -9.126, -1.900], [4.440, 3.303, 4.121], [-2.600, -3.564, 4.029], [0.599, -7.605, 6.494], [4.113, -1.838, -1.284], [4.246, 2.315, 5.132], [-6.847, -11.359, -1.007], [4.558, -1.824, 6.522], [-4.421, -8.913, 0.369], [2.906, -0.889, -2.261], [-2.486, -7.290, 4.204], [-0.943, 6.031, -0.342], [-4.971, -8.760, -0.565], [-7.965, 3.697, -4.924], [-8.760, -12.696, -1.603], [-5.583, 3.836, -6.131], [-7.740, 5.744, -4.263], [1.768, -8.040, 5.256], [-3.075, 3.704, -7.929], [1.817, -0.930, 5.477], [8.325, -0.262, 0.104], [4.615, 5.885, -3.563], [2.778, 1.594, 5.245], [2.225, 2.624, 9.110]],
  "spin_multiplicity": 1,
  "smiles": "C[C@@H](COC(=O)CSC1=C(I)C(=O)C(CCCS(=O)(=O)O)=CC1=O)OC(=O)CS.CCOP(=O)(OCC)OCC.CCOP(=O)(OCC)OCC.CCOP(=O)(OCC)OCC.CCOP(=O)(OCC)OCC.CCOP(=O)(OCC)OCC",
  "largest_force_ha_per_bohr": 0.15920,
  "lumo_ha": -0.0444,
  "homo_lumo_gap_ev": 8.2397
}

=====

{
  "formula": "C21H19F2N3O3",
  "method": "ωB97M-V with the def2-TZVPD basis set",
  "species": ["H", "C", "C", "H", "H", "H", "H", "F", "C", "C", "H", "C", "H", "N", "C", "F", "C", "N", "C", "C", "H", "N", "H", "C", "C", "O", "C", "H", "C", "C", "H", "H", "H", "C", "C", "H", "H", "C", "C", "C", "H", "C", "C", "O", "H", "H", "O", "H"],
  "coordinates": [[3.837, -0.855, 1.723], [-7.516, -1.128, 0.361], [-1.026, 0.565, 1.477], [-8.494, 0.707, -0.129], [-0.650, 0.199, 2.421], [-6.378, 1.827, -0.776], [3.506, 1.639, 2.041], [-8.658, -1.733, 0.723], [1.206, 1.632, 1.163], [3.286, -0.350, -1.179], [7.421, -0.676, 0.049], [6.039, -2.377, -0.127], [0.031, 2.457, -1.156], [-2.612, 1.990, -2.037], [-2.760, 0.796, -0.103], [-4.018, -1.905, 0.082], [-6.332, -1.840, 0.434], [-3.975, 0.762, -0.761], [-0.173, 1.317, 0.662], [6.730, -1.113, -0.681], [6.290, -2.537, 0.930], [2.218, 0.939, 0.593], [6.274, -3.278, -0.695], [4.356, -0.124, 1.100], [3.574, 1.179, 1.051], [4.663, -2.116, -0.277], [-5.156, 0.124, -0.376], [1.819, -1.087, 0.209], [-5.165, -1.205, 0.054], [-2.330, 0.294, 1.113], [-2.978, -0.278, 1.759], [3.525, 0.566, -1.719], [7.265, -1.300, -1.615], [2.033, -0.158, -0.336], [-1.918, 1.583, -0.923], [4.079, 1.883, 0.379], [1.182, 0.055, -0.986], [-6.372, 0.801, -0.443], [-0.610, 1.846, -0.540], [-7.553, 0.184, -0.080], [-4.590, 1.631, -2.617], [-3.799, 1.506, -1.903], [4.505, -0.712, -0.321], [5.670, -0.223, -0.958], [3.128, -1.149, -1.902], [-6.315, -2.865, 0.763], [1.393, 2.470, 2.027], [5.344, 0.056, 1.525]],
  "spin_multiplicity": 1,
  "smiles": "O=C(c1ccc2c(c1)ncn2-c1ccc(F)cc1F)N1CCC2(CC1)OCCO2",
  "largest_force_ha_per_bohr": 0.01595,
  "lumo_ha": 0.0231,
  "homo_lumo_gap_ev": 9.2529
}

=====

{
  "formula": "C32H51N14O2",
  "method": "ωB97M-V with the def2-TZVPD basis set",
  "species": ["C", "C", "H", "C", "H", "C", "H", "H", "H", "C", "H", "H", "C", "N", "H", "H", "H", "C", "C", "N", "C", "H", "H", "H", "H", "N", "H", "C", "H", "C", "H", "H", "H", "C", "C", "C", "H", "C", "H", "H", "N", "H", "C", "C", "H", "H", "H", "N", "H", "H", "N", "H", "N", "C", "H", "C", "H", "H", "H", "H", "H", "O", "N", "C", "O", "H", "N", "C", "N", "C", "N", "C", "H", "N", "H", "H", "H", "C", "N", "C", "H", "C", "H", "C", "C", "C", "C", "H", "H", "C", "H", "C", "H", "H", "H", "H", "H", "N", "H"],
  "coordinates": [[2.867, 0.944, -3.724], [-5.754, -6.342, 2.185], [2.546, 1.732, -3.044], [5.112, 8.355, -3.176], [6.767, 0.804, -1.321], [0.083, 7.452, -8.700], [-2.853, 0.343, -0.275], [7.217, -0.571, -2.348], [-2.668, -1.358, 2.014], [-3.545, -5.248, 5.434], [1.059, -5.256, 5.709], [3.646, 7.671, -1.834], [4.192, 8.586, -2.057], [3.778, 3.870, -1.857], [-1.671, -3.574, 4.317], [8.263, 0.860, -2.273], [-5.631, -6.841, -1.721], [-0.942, 5.812, 3.238], [2.101, -0.282, -3.468], [5.823, 8.173, -4.045], [-0.413, -4.273, 6.836], [-2.409, 1.911, -0.221], [-4.456, -7.913, -0.939], [-6.174, -7.571, 3.842], [4.161, 6.160, -4.647], [-2.092, 0.967, -0.030], [-0.485, -6.121, 5.846], [-1.413, -2.576, 3.944], [-4.870, -6.363, -0.197], [1.219, -4.479, -0.160], [1.879, -5.491, -1.877], [2.707, 1.272, -4.749], [-0.067, 8.431, -10.553], [1.054, -1.154, 0.590], [0.959, -5.069, -1.475], [-3.622, -6.241, -1.898], [-1.256, -4.897, 2.254], [7.231, 0.514, -2.262], [2.738, 4.618, 1.013], [0.008, -2.814, 2.343], [0.947, 6.777, 1.725], [-0.728, 4.768, 3.477], [-1.312, 2.211, 1.997], [2.389, 6.420, -5.750], [-4.426, -4.840, 7.295], [-2.197, -1.834, 4.136], [-3.774, -3.425, 6.444], [1.413, -4.021, 0.862], [0.623, -6.056, 7.232], [-6.685, -8.226, 2.276], [-5.641, -5.307, 1.724], [4.752, 8.890, -1.176], [5.924, 1.572, -4.247], [-4.709, -6.873, -1.144], [1.609, 3.400, 0.384], [6.496, 1.110, -3.380], [-1.478, 7.449, -10.115], [-2.795, -3.966, 1.960], [-0.506, -2.227, 4.459], [1.300, -1.486, -0.418], [0.214, -5.857, -1.385], [-1.897, 2.679, 2.984], [-2.781, -5.745, -2.481], [-1.649, -1.529, 1.621], [-0.328, 2.794, 1.500], [2.674, 6.101, -3.678], [-0.915, -3.318, 7.196], [-1.703, -3.992, 1.825], [0.568, 7.404, -7.615], [3.128, 5.818, -4.630], [1.510, -1.235, -3.269], [0.120, 6.358, 2.388], [3.112, 4.734, -4.721], [1.799, 6.884, -6.633], [-1.012, 6.388, 4.161], [3.926, 0.759, -3.573], [-1.893, 5.861, 2.713], [2.165, 4.310, 0.142], [-2.937, -5.927, 4.752], [0.236, -5.502, 6.378], [1.460, 5.095, -0.114], [3.069, 4.062, -0.985], [-1.511, -3.970, 0.741], [-4.306, -4.368, 6.322], [-1.072, -2.698, 2.428], [-0.390, 7.497, -10.093], [-5.904, -7.671, 2.793], [0.360, 0.824, 0.436], [-2.823, 0.726, 1.890], [-1.834, 0.869, 1.433], [0.588, -4.307, -2.159], [0.166, -0.153, 0.886], [3.483, 9.369, -2.318], [1.610, -1.612, 1.408], [-4.968, -8.221, 2.719], [-5.288, -4.173, 5.894], [-1.788, -1.801, 0.557], [-0.936, -0.258, 1.761], [0.014, 6.660, -10.677]],
  "spin_multiplicity": 1,
  "largest_force_ha_per_bohr": 0.24476,
  "lumo_ha": 0.0616,
  "homo_lumo_gap_ev": 5.3501,
  "charge": -1
}

=====

{
  "formula": "C41H36GeN5O3RbS2",
  "method": "ωB97M-V with the def2-TZVPD basis set",
  "species": ["H", "H", "C", "O", "H", "H", "H", "C", "H", "C", "C", "H", "C", "H", "C", "N", "H", "C", "N", "C", "C", "C", "C", "C", "Ge", "C", "C", "C", "O", "H", "H", "C", "C", "H", "C", "H", "H", "H", "H", "H", "C", "C", "H", "N", "H", "H", "C", "H", "H", "H", "H", "C", "H", "C", "H", "C", "H", "C", "C", "O", "C", "C", "C", "H", "Rb", "H", "H", "S", "C", "C", "C", "H", "C", "C", "H", "C", "H", "C", "N", "C", "C", "H", "C", "N", "S", "C", "H", "H", "C"],
  "coordinates": [[-2.506, 0.883, 3.445], [1.703, 3.576, 2.371], [-3.240, 2.545, -5.193], [3.091, 1.812, 1.331], [3.993, -3.231, -0.224], [5.081, -2.464, 0.944], [5.741, -2.107, -1.445], [2.553, -3.064, 4.494], [2.789, -1.981, 1.508], [-3.510, -2.224, 5.496], [-2.564, 0.755, -1.481], [3.482, 3.857, -0.558], [-0.066, 3.261, -0.495], [-3.131, -3.099, 1.825], [-0.024, -3.390, 0.527], [-2.508, 3.057, -7.341], [-2.041, -3.270, 4.344], [1.306, 0.459, -5.181], [3.157, -1.550, 0.668], [-1.053, -2.880, 1.327], [-0.368, 0.260, 1.260], [-2.224, 2.460, -6.170], [3.895, -1.110, -2.004], [0.978, -1.610, 3.353], [-0.707, -1.236, 2.379], [-2.522, -2.313, 4.523], [-2.139, -1.200, 3.770], [-3.786, 1.416, -1.680], [3.277, -2.052, -2.553], [-1.911, 4.242, -0.948], [-2.328, 0.290, -0.527], [4.329, -2.267, 0.166], [3.447, -2.007, 4.628], [3.817, 0.066, 4.193], [-0.800, 1.176, -4.608], [4.407, -2.165, 5.106], [0.572, -4.819, -0.954], [3.389, -0.592, 0.923], [1.660, 0.398, 3.041], [2.031, 0.928, -7.158], [-2.531, -4.555, 0.375], [-4.027, 2.010, -2.893], [-0.062, 2.681, -1.412], [-1.628, 0.679, -2.407], [-4.255, 1.063, 5.186], [-0.180, 5.155, 2.869], [3.114, -0.756, 4.124], [-0.088, 2.129, -7.783], [-1.672, -5.874, -1.088], [-1.976, 5.480, 1.202], [2.814, -4.048, 4.868], [-1.112, 4.127, -0.225], [3.985, 2.319, -1.386], [-0.139, 4.633, 1.920], [2.208, -0.057, -4.863], [-3.770, 0.111, 5.004], [0.650, -3.699, 3.742], [3.156, 2.941, -1.050], [-2.307, -3.480, 1.230], [3.632, 0.114, -2.134], [-0.995, 1.776, -5.876], [-3.050, 1.945, -3.901], [-4.137, -1.008, 5.740], [-4.514, 1.449, -0.878], [1.054, -0.691, -1.576], [5.436, -0.575, -0.595], [-4.908, -0.934, 6.499], [2.240, 1.908, 0.107], [4.972, -1.488, -0.976], [0.944, 3.098, 0.445], [-1.148, 4.815, 0.984], [-3.792, -3.104, 6.065], [-2.784, 0.010, 4.029], [1.204, 1.018, -6.465], [-4.950, 2.534, -3.106], [0.914, 3.767, 1.652], [-3.518, -5.000, 0.314], [1.331, -2.860, 3.862], [0.339, 0.529, -4.290], [0.050, 1.675, -6.809], [-1.847, 1.259, -3.604], [0.960, -2.934, 0.562], [-1.497, -5.046, -0.411], [-4.344, 3.212, -5.573], [-4.041, 3.692, -7.145], [1.892, -0.562, 3.492], [2.507, 3.159, -1.900], [-1.155, 1.032, 1.309], [-0.241, -4.458, -0.335]],
  "spin_multiplicity": 1,
  "e_above_lowest_kcal_mol": 0.0,
  "largest_force_ha_per_bohr": 0.01374,
  "lumo_ha": [0.1412, 0.1412],
  "homo_lumo_gap_ev": [3.9306, 5.9516],
  "charge": -2
}

=====

{
  "formula": "C3H4N2O2",
  "method": "ωB97M-V with the def2-TZVPD basis set",
  "species": ["O", "C", "N", "H", "N", "O", "H", "H", "C", "C", "H"],
  "coordinates": [[0.806, -1.559, -0.108], [-1.385, 1.103, -0.376], [-0.388, -1.227, -0.025], [-1.694, 1.348, -1.427], [1.858, 2.388, 0.523], [-1.311, -2.329, 0.061], [-0.898, -3.156, 0.230], [3.032, 0.440, 0.321], [-0.868, -0.062, -0.147], [2.360, 1.364, 0.436], [-1.512, 1.690, 0.512]],
  "spin_multiplicity": 1,
  "smiles": "C=C=[N+]([O-])O.C#N",
  "e_above_lowest_kcal_mol": 178.8,
  "largest_force_ha_per_bohr": 0.07005,
  "lumo_ha": 0.0235,
  "homo_lumo_gap_ev": 9.7975
}